(one)
{"formula": "C4H6N4O", "method": "the ωB97M-V functional and the def2-TZVPD basis", "multiplicity": 1, "smiles": "[H]/N=C\\Nc1c[nH]nc1O", "homo_ev": -8.64, "symbols": ["N", "H", "H", "C", "O", "C", "H", "H", "C", "C", "H", "N", "N", "N", "H"], "xyz": [[-0.7117, 0.1679, -3.2476], [-1.4386, -0.7150, -3.0431], [-1.4102, -0.9523, -0.9819], [0.0485, 0.1413, 0.3518], [-0.5917, -2.0412, 1.3058], [-0.3892, 0.4775, -2.0497], [-1.0909, -2.1368, 0.4336], [1.6598, 1.5308, 2.8197], [0.1056, -0.8396, 1.3122], [1.0286, 0.9512, 0.8341], [0.1850, 1.3476, -1.8358], [0.5529, -0.3401, 2.4837], [1.3254, 0.6990, 2.0705], [-0.7653, -0.2360, -0.7710], [1.4917, 1.9459, 0.3178]]}


(two)
{"formula": "C4H6N4O", "method": "the ωB97M-V functional and the def2-TZVPD basis", "multiplicity": 1, "smiles": "N[C@@H]1c2nn[nH]c2[C@@H]1O", "homo_ev": -9.53, "symbols": ["N", "N", "H", "H", "C", "H", "H", "C", "N", "C", "H", "H", "N", "O", "C"], "xyz": [[1.8733, -0.8971, -0.1298], [2.4016, 0.2811, -0.3215], [-1.4803, 2.0069, -0.7989], [-2.7716, 1.6160, -0.0231], [-1.0356, -1.0686, 0.4918], [-1.1320, 0.8551, 1.7913], [2.4108, -1.8026, -0.2766], [0.5100, -0.8074, 0.3010], [1.6017, 1.2333, -0.0993], [-1.0046, 0.5816, 0.6954], [-1.4312, -1.5698, 1.3987], [-1.7533, -0.2116, -1.1830], [-1.9106, 1.2351, -0.3563], [-1.8859, -1.1758, -0.6817], [0.4441, 0.5519, 0.3273]]}


Which is the most stable structure? (one) is the most stable.


(one)
{"formula": "C2H4O3S2", "method": "the ωB97M-V functional and the def2-TZVPD basis", "multiplicity": 1, "homo_ev": -10.21, "symbols": ["C", "C", "S", "H", "O", "O", "H", "S", "H", "H", "O"], "xyz": [[-0.6415, 0.3437, 0.0833], [0.6413, 0.9980, 0.1650], [0.2974, -0.9865, -0.8252], [0.7786, 2.0708, 0.0132], [1.4035, 0.3549, -0.8565], [0.7420, -2.0267, 0.0097], [1.2869, 0.7366, 0.9651], [-1.6520, 0.1086, 1.5628], [-1.3214, 0.9015, -0.6411], [-1.3729, -1.2335, 1.6875], [-0.1619, -1.2675, -2.1638]]}


(two)
{"formula": "C2H4O3S2", "method": "the ωB97M-V functional and the def2-TZVPD basis", "multiplicity": 1, "homo_ev": -10.27, "symbols": ["H", "O", "O", "C", "H", "H", "S", "O", "H", "S", "C"], "xyz": [[-0.6697, 1.0003, 1.3125], [-1.6212, -0.9430, -0.3858], [-0.9285, -0.7770, -2.7042], [1.0115, 0.2799, 0.1691], [1.7173, 1.1741, -0.0312], [-0.5070, -0.6591, 1.2219], [1.3053, -1.0597, -0.6634], [-0.3065, 0.9854, -1.1920], [0.6582, 0.1867, 2.2551], [-0.7043, -0.4288, -1.3312], [0.0448, 0.2411, 1.3494]]}


Which is the most stable structure? (one) is the most stable.